Here is a structure of composition C25H15ClI2N3O7SSr from the Open Molecules 2025 dataset. Energies are from ωB97M-V/def2-TZVPD.

Each line ends with the Löwdin charge.
Cartesian coordinates (Å):
Sr 1.188 0.123 0.940  1.3755
N -1.600 1.113 -2.820  0.1201
C -2.765 0.314 -2.895  -0.2326
C -3.749 0.614 -3.818  -0.0321
C -4.885 -0.184 -3.923  -0.0955
C -5.039 -1.276 -3.086  -0.0946
C -4.055 -1.560 -2.141  -0.0995
C -2.915 -0.780 -2.052  -0.4399
S -1.683 -1.184 -0.859  1.0749
N -0.632 0.149 -0.914  -0.2851
C -0.700 1.065 -1.783  -0.3321
C 0.292 2.218 -1.700  -0.1875
C 0.087 3.417 -2.349  -0.0133
C 1.037 4.425 -2.196  -0.0524
C 2.141 4.200 -1.405  -0.0349
C 2.258 2.967 -0.772  -0.1080
N 1.354 2.002 -0.926  0.0550
H -1.557 1.901 -3.440  0.1143
H -3.626 1.475 -4.467  0.1107
H -5.643 0.056 -4.657  0.0991
H -5.918 -1.905 -3.155  0.1008
H -4.173 -2.406 -1.469  0.1103
H -0.808 3.609 -2.928  0.1051
H 0.893 5.381 -2.685  0.1087
H 2.895 4.960 -1.249  0.1113
H 3.078 2.737 -0.097  0.1014
O 1.737 4.666 5.199  0.0987
C 1.634 3.820 4.348  -0.2777
C 2.772 3.065 3.676  -0.3176
O 3.960 3.243 3.863  0.0622
C 2.148 2.127 2.731  -0.3400
C 0.725 2.302 2.720  -0.3303
O -0.080 1.692 1.921  -0.2365
C 0.336 3.306 3.732  -0.3078
O -0.786 3.661 4.024  0.0757
O 2.783 1.289 1.979  -0.3541
Cl -1.825 -7.044 1.473  0.5887
C -1.176 -5.413 1.610  -0.6732
C -1.508 -4.623 2.727  -0.1072
C -1.016 -3.351 2.860  0.0020
C -0.152 -2.777 1.876  -0.4072
O 0.318 -1.594 1.996  -0.3206
C 0.160 -3.602 0.756  -0.1680
C 0.995 -3.137 -0.344  -0.2565
O 1.535 -2.048 -0.451  -0.1842
C -0.358 -4.904 0.645  -0.0876
H -2.163 -5.039 3.485  0.1001
H -1.272 -2.736 3.714  0.1175
H 1.140 -3.880 -1.152  0.1255
H -0.100 -5.503 -0.224  0.1088
I 3.763 -1.961 2.268  0.9152
C 5.131 -1.448 0.751  -1.1439
I 4.398 -0.325 -0.893  0.8281
H 5.522 -2.369 0.345  -0.0493
H 5.904 -0.849 1.210  -0.0405

Summary:
Net charge ... -1
E_HOMO ... -3.804 eV
Lowest unoccupied orbital energy ... 1.68 eV
Gap between HOMO and LUMO ... 5.484 eV
Relative energy (zero: lowest compared OMol25 entry of this formula, charge and spin) ... 111.3 kJ/mol

---

Here is the molecule C25H15ClN2OS from the Open Molecules 2025 dataset. Energies are from ωB97M-V/def2-TZVPD.

Each line ends with the Löwdin charge.
Cartesian coordinates (Å):
O -0.945 1.267 -3.671  0.0912
Cl 6.542 1.175 5.822  0.6706
N -1.861 -2.154 -0.862  0.2026
S 0.805 2.411 3.614  1.0181
C -0.831 0.796 -2.537  -0.3324
C -1.333 -0.957 -0.940  -0.1806
C 4.634 1.101 3.846  -0.0901
C 3.996 1.977 6.007  -0.1079
C 3.333 1.324 3.349  -0.0714
C 2.718 2.249 5.519  -0.1106
C -2.165 -1.486 -4.368  0.0255
C -2.887 -2.593 -4.868  -0.0277
C -2.951 -3.554 -2.590  0.0414
C 0.861 3.605 -0.744  -0.0335
C -0.173 0.105 2.471  -0.0737
C 0.289 2.847 -1.747  0.0047
C -0.699 -0.714 1.461  0.0361
C 4.965 1.419 5.171  -0.6863
C -2.267 -2.428 -2.150  -0.2443
C 2.401 1.941 4.201  -0.5259
C -1.875 -1.435 -2.997  -0.1496
C -3.245 -3.637 -3.975  -0.2686
C 0.910 3.109 0.578  -0.0061
C 0.340 1.366 2.234  -0.4482
C -0.247 1.595 -1.463  -0.0609
C -0.713 -0.180 0.139  -0.0443
C 0.359 1.866 0.914  -0.1815
C -0.175 1.096 -0.145  -0.0551
N -1.283 -0.441 -2.241  0.1343
C -3.940 -4.845 -4.541  -0.0657
H 5.386 0.691 3.144  0.1165
H 4.201 2.224 7.035  0.1025
H 3.054 1.053 2.332  0.1087
H 1.960 2.673 6.175  0.1070
H -1.877 -0.626 -4.963  0.1032
H -3.165 -2.678 -5.919  0.1097
H -3.208 -4.338 -1.885  0.1193
H 1.259 4.583 -1.025  0.1131
H -0.261 -0.252 3.480  0.1068
H 0.213 3.196 -2.773  0.1258
H -1.091 -1.682 1.694  0.1108
H 1.304 3.711 1.361  0.0781
H -3.726 -5.783 -4.016  0.0800
H -3.581 -4.945 -5.556  0.0655
H -5.033 -4.654 -4.570  0.0928

Summary:
E_HOMO ... -8.191 eV
Lowest unoccupied orbital energy ... -1.32 eV
SMILES string ... Cc1ccc2c(c1)nc1c3ccc(Sc4ccc(Cl)cc4)c4cccc(c(=O)n21)c43
Gap between HOMO and LUMO ... 6.875 eV

---

Here is a structure of composition C25H16Br2KN5O3S4 from the Open Molecules 2025 dataset. Energies are from ωB97M-V/def2-TZVPD.

Each line ends with the Löwdin charge.
Cartesian coordinates (Å):
K 1.252 -1.168 -0.222  0.7061
Br 0.403 -5.844 2.840  0.6813
C -0.825 -4.391 2.813  -0.6194
C -1.913 -4.428 3.676  -0.2168
C -2.830 -3.408 3.703  -0.6568
Br -4.301 -3.529 4.916  0.6585
C -2.682 -2.283 2.860  -0.2091
C -3.548 -1.168 2.839  -0.0616
C -3.281 -0.115 2.006  -0.0698
C -2.147 -0.174 1.180  -0.1471
N -1.338 -1.207 1.158  0.0992
C -1.573 -2.252 1.972  -0.1362
C -0.578 -3.341 1.890  -0.4665
O 0.369 -3.279 1.085  -0.1383
H -2.028 -5.279 4.335  0.0802
H -4.409 -1.157 3.495  0.0629
H -3.920 0.759 1.979  0.0915
H -1.885 0.658 0.534  0.0990
S 3.078 -2.661 -3.120  0.3916
C 1.437 -2.706 -3.506  -1.2158
N 0.426 -2.287 -2.785  -0.0434
C -0.782 -2.497 -3.401  -0.3323
C -2.026 -2.180 -2.849  -0.0222
C -3.180 -2.449 -3.564  -0.1207
C -3.122 -3.033 -4.830  -0.1404
C -1.896 -3.361 -5.392  -0.1305
C -0.737 -3.096 -4.679  -0.5085
S 0.929 -3.382 -5.087  0.9162
H -2.058 -1.744 -1.858  0.1014
H -4.145 -2.209 -3.133  0.0879
H -4.035 -3.237 -5.377  0.0806
H -1.848 -3.818 -6.374  0.0906
N 0.740 7.770 -1.046  0.0668
C 1.086 6.429 -0.765  -0.3371
C 0.977 5.934 0.534  -0.0447
C 1.275 4.609 0.802  -0.0603
C 1.680 3.767 -0.220  -0.2778
C 1.787 4.248 -1.512  -0.0524
C 1.490 5.575 -1.786  -0.0437
S 2.008 2.046 0.107  0.5494
O 0.732 1.431 0.439  -0.3911
O 2.617 1.498 -1.086  -0.3362
N 2.976 2.193 1.346  -0.1679
C 3.402 1.089 1.972  -0.7450
S 4.463 1.328 3.368  0.9438
C 4.548 -0.392 3.578  -0.4602
C 3.800 -0.990 2.625  -0.2694
N 3.162 -0.176 1.723  -0.0069
H 0.904 8.382 -0.260  0.0722
H 1.211 8.125 -1.865  0.0722
H 0.659 6.594 1.333  0.1023
H 1.209 4.221 1.810  0.1137
H 2.113 3.572 -2.292  0.1123
H 1.575 5.950 -2.800  0.1031
H 5.110 -0.874 4.360  0.0392
H 3.670 -2.060 2.533  0.1061

Summary:
Net charge ... -2
E_HOMO ... -1.963 eV
Lowest unoccupied orbital energy ... 3.88 eV
Gap between HOMO and LUMO ... 5.844 eV
Relative energy (zero: lowest compared OMol25 entry of this formula, charge and spin) ... 0.0 kJ/mol

---

Here is a structure of composition C25H16BrCl4N7O3S2TeTi from the Open Molecules 2025 dataset. Energies are from ωB97M-V/def2-TZVPD.

Each line ends with the Löwdin charge.
Cartesian coordinates (Å):
Ti 0.156 -1.084 -0.190  0.7802
S -0.100 4.087 5.344  0.9076
N -1.290 3.477 4.420  -0.2426
C -0.733 2.607 3.594  -0.2987
C -1.426 1.836 2.578  -0.1242
C -2.750 1.969 2.307  -0.0434
C -3.333 1.183 1.267  -0.0949
C -2.525 0.308 0.597  -0.1672
N -1.215 0.118 0.841  -0.0351
C -0.602 0.914 1.823  -0.1767
C 0.740 0.785 1.995  -0.1754
N 1.438 -0.129 1.148  -0.0613
C 2.784 -0.210 1.343  -0.2625
C 3.502 0.499 2.249  -0.1043
C 2.818 1.436 3.101  -0.0526
C 1.480 1.566 2.965  -0.1347
C 0.686 2.483 3.775  -0.2942
N 1.158 3.265 4.729  -0.2421
H -3.343 2.673 2.876  0.1012
H -4.375 1.274 1.001  0.0793
H -2.931 -0.307 -0.204  0.1078
H 3.286 -0.915 0.688  0.0279
H 4.570 0.353 2.319  0.0802
H 3.350 2.033 3.829  0.0967
Cl -4.021 -0.873 -5.580  0.6240
C -2.807 -0.454 -4.421  -0.7267
C -2.156 0.760 -4.489  -0.7246
Cl -2.535 1.892 -5.746  0.6248
C -1.175 1.079 -3.542  -0.6030
Cl -0.413 2.643 -3.550  0.7122
C -0.799 0.192 -2.526  -0.4408
O 0.130 0.421 -1.657  -0.2139
C -1.504 -1.054 -2.450  -0.4177
O -1.193 -1.858 -1.453  -0.2720
C -2.480 -1.348 -3.389  -0.6109
Cl -3.307 -2.863 -3.242  0.6700
O -1.714 -4.817 4.542  0.0754
C -1.271 -4.155 3.444  -0.3006
C -2.127 -3.508 2.553  0.0189
C -1.579 -2.818 1.500  -0.0964
N -0.255 -2.749 1.265  -0.0338
C 0.531 -3.447 2.082  -0.6899
Br 2.369 -3.548 1.680  0.8137
C 0.093 -4.145 3.194  -0.0452
H -2.672 -4.740 4.599  0.1097
H -3.201 -3.529 2.675  0.1197
H -2.211 -2.329 0.772  0.1015
H 0.789 -4.666 3.831  0.1102
C 2.971 2.965 -4.335  -0.0801
N 3.284 1.982 -3.319  -0.0391
C 2.832 0.725 -3.310  -0.8057
N 1.969 0.324 -4.228  0.1275
S 3.509 -0.316 -2.113  0.4097
H 3.711 3.760 -4.282  0.0875
H 1.977 3.391 -4.199  0.0282
H 3.030 2.506 -5.322  0.0918
H 3.827 2.261 -2.519  0.1260
H 1.337 1.006 -4.625  0.0756
H 1.589 -0.613 -4.082  0.0019
Te 2.130 -2.299 -2.146  0.5012

Summary:
Multiplicity ... 2
Net charge ... -1
E_HOMO (spin up / spin down) ... -2.129 / -2.152 eV
Lowest unoccupied orbital energy (spin up / spin down) ... 2.06 / 2.05 eV
Gap between HOMO and LUMO (spin up / spin down) ... 4.184 / 4.207 eV
Relative energy (zero: lowest compared OMol25 entry of this formula, charge and spin) ... 31.2 kJ/mol

---

Calculated total energy for every record listed, in sequence, given in a.u.: -3137.308626 -2004.873754 -8802.714621 -7900.197540.